Arrangement w

C4H6N2O2 | the ωB97M-V functional and the def2-TZVPD basis

Properties
HOMO-LUMO gap in eV: 8.9
SMILES string: C1=N\OCCO\N=C/1
HOMO level in eV: -9.129

```
! RIJCOSX wB97M-V def2-TZVPD def2/J DEFGRID3
* xyz 0 1
C 1.3582 0.3182 1.1372
N 0.1403 0.4870 1.5758
O -0.8644 -0.4102 1.4161
C -1.8111 -0.0199 0.3198
C -1.1481 -0.0483 -1.2689
O 0.1575 0.6330 -1.6179
N 1.2351 -0.3849 -1.3838
C 1.5608 -0.5075 -0.0291
H 2.0580 0.9124 1.5389
H -2.1331 0.9528 0.7582
H -2.7250 -0.6290 0.3424
H -1.9645 0.3080 -1.9650
H -1.3416 -1.3058 -1.5409
H 2.3753 -1.1906 0.1822
*
```

Charges per atom according to Mulliken partitioning, unit e: -0.11 -0.56 -0.11 -0.33 -0.39 -0.24 -0.37 -0.02 0.52 0.32 0.30 0.38 0.24 0.37



Arrangement x

C4H6N2O2 | the ωB97M-V functional and the def2-TZVPD basis

Properties
HOMO-LUMO gap in eV: 8.1
SMILES string: COc1cnc(O)[nH]1
HOMO level in eV: -8.017

```
! RIJCOSX wB97M-V def2-TZVPD def2/J DEFGRID3
* xyz 0 1
C 2.1111 -0.6038 0.0520
O 1.5812 0.6447 -0.1236
C 0.2440 0.7357 -0.0693
C -0.5632 1.8091 0.0596
N -1.8915 1.3958 -0.0198
C -1.8176 0.1259 -0.0498
O -2.8630 -0.8133 -0.0433
N -0.5530 -0.3287 -0.0573
H 1.9933 -1.0208 1.1687
H 1.5354 -1.3265 -0.6320
H 3.1573 -0.4342 -0.1538
H -0.2489 2.7935 0.0536
H -2.3833 -1.7097 0.5125
H -0.3017 -1.2676 -0.6976
*
```

Charges per atom according to Mulliken partitioning, unit e: -0.52 -0.39 0.62 -0.59 -0.56 0.38 -0.55 -0.16 0.23 0.18 0.26 0.46 0.37 0.26



Arrangement y

C4H6N2O2 | the ωB97M-V functional and the def2-TZVPD basis

Properties
HOMO-LUMO gap in eV: 10.0
SMILES string: O=C1CN(/C=N\O)C1
HOMO level in eV: -9.407

```
! RIJCOSX wB97M-V def2-TZVPD def2/J DEFGRID3
* xyz 0 1
O -2.5144 0.6725 -0.1420
C -1.3955 0.1953 -0.1150
C -0.5095 -0.7391 -0.9490
N 0.2272 -1.0268 0.3823
C 1.5647 -0.5890 0.0224
N 1.9081 0.5792 -0.1585
O 0.7565 1.5809 0.0037
C -0.6449 -0.1247 1.0959
H -0.9759 -1.6657 -1.5329
H -0.2795 0.0380 -1.6373
H 2.4557 -1.2471 0.0610
H 1.0030 2.3872 -0.5416
H -1.3955 -0.6858 1.7635
H -0.2001 0.6251 1.7476
*
```

Charges per atom according to Mulliken partitioning, unit e: -0.60 0.47 -0.50 -0.28 0.07 -0.30 -0.40 -0.29 0.29 0.31 0.37 0.31 0.24 0.31



How do the energies compare? Relative to the most stable structure, in kcal/mol: arrangement w 121.9; arrangement x 0.0; arrangement y 55.6.



Arrangement w

C4H6N2O2 | the ωB97M-V functional and the def2-TZVPD basis

Properties
HOMO-LUMO gap in eV: 10.4
SMILES string: C=NN1C[C@@H]1C(=O)O
HOMO level in eV: -9.561

```
! RIJCOSX wB97M-V def2-TZVPD def2/J DEFGRID3
* xyz 0 1
C -1.1894 2.0238 0.1515
N -0.2382 1.1974 0.2739
N -0.7444 0.0712 -0.5437
C -0.8303 -1.2179 0.1289
C 0.2246 -0.8343 -0.7397
C 1.5409 -0.3236 -0.1339
O 2.1792 0.3472 -0.9091
O 1.7233 -1.0186 1.1672
H -1.0115 3.0882 0.4113
H -2.2987 1.5678 -0.2487
H -1.4885 -1.9585 -0.2417
H -0.5801 -1.4236 1.0779
H 0.2938 -1.0824 -1.8377
H 2.4195 -0.4367 1.4439
*
```

Charges per atom according to Mulliken partitioning, unit e: -0.25 -0.38 -0.15 -0.61 -0.08 0.67 -0.50 -0.45 0.30 0.27 0.27 0.31 0.28 0.33



Arrangement x

C4H6N2O2 | the ωB97M-V functional and the def2-TZVPD basis

Properties
HOMO-LUMO gap in eV: 7.4
HOMO level in eV: -7.737

```
! RIJCOSX wB97M-V def2-TZVPD def2/J DEFGRID3
* xyz 0 1
C 0.8484 0.4379 -0.2620
C 1.9824 0.5992 -0.9382
C -0.9991 0.8088 1.0914
C -1.0489 -0.3870 0.1809
H 0.0313 -2.7583 -0.6128
H 2.6948 1.5801 -0.8513
H 2.7794 -0.1359 -1.2797
H -1.7649 1.6702 1.0509
H -0.7918 0.6660 2.1436
H -2.8758 -0.7238 0.2477
N 0.2885 -0.6389 -0.0983
N -2.0380 -1.0605 -0.1147
O 0.6930 -1.6029 -0.8115
O 0.2007 1.5452 0.2539
*
```

Charges per atom according to Mulliken partitioning, unit e: 0.38 -0.90 -0.31 0.61 0.41 0.19 0.25 0.25 0.24 0.25 0.40 -0.69 -0.66 -0.44



How do the energies compare? Relative to the most stable structure, in kcal/mol: arrangement w 0.0; arrangement x 55.9.



Arrangement w

C4H6N2O2 | the ωB97M-V functional and the def2-TZVPD basis

Properties
HOMO-LUMO gap in eV: 11.1
SMILES string: O=[N+]([O-])/N=C\C1CC1
HOMO level in eV: -10.552

```
! RIJCOSX wB97M-V def2-TZVPD def2/J DEFGRID3
* xyz 0 1
O -4.4713 -0.9893 0.5688
N -3.8590 -0.0462 0.1097
O -4.2452 1.0774 0.2952
N -2.9255 -0.1835 -0.8986
C -1.6822 -0.0641 -0.8423
C -0.6529 -0.1426 0.3014
C 0.4691 0.8198 0.3670
C 0.6700 -0.6164 -0.0632
H -1.1951 -0.0639 -1.8117
H -1.2232 -0.4001 1.2562
H 0.7740 1.0831 1.2919
H 0.7897 1.5803 -0.5000
H 0.8404 -0.5908 -1.0550
H 1.2190 -1.2384 0.6372
*
```

Charges per atom according to Mulliken partitioning, unit e: -0.57 1.02 -0.54 -0.45 -0.10 0.12 -0.49 -0.76 0.34 0.33 0.31 0.20 0.33 0.25



Arrangement x

C4H6N2O2 | the ωB97M-V functional and the def2-TZVPD basis

Properties
HOMO-LUMO gap in eV: 10.2
SMILES string: C=CNC(=O)NC=O
HOMO level in eV: -9.492

```
! RIJCOSX wB97M-V def2-TZVPD def2/J DEFGRID3
* xyz 0 1
C -2.1396 -0.6615 0.7427
C -1.6077 -0.5376 -0.4796
N -0.5111 0.5686 -0.7999
C 0.2716 1.0088 0.0201
O 0.5565 2.1826 -0.1167
N 0.7907 0.0991 0.9571
C 1.3580 -1.0670 0.3320
O 1.3766 -1.6015 -0.7573
H -3.3236 -1.1587 0.6626
H -1.8322 0.0200 1.6239
H -1.8207 -1.0430 -1.4752
H -0.7297 1.2280 -1.6048
H 1.0776 0.5505 1.8395
H 1.9134 -1.3756 1.1542
*
```

Charges per atom according to Mulliken partitioning, unit e: -0.50 -0.25 -0.12 0.42 -0.68 -0.11 -0.03 -0.48 0.23 0.26 0.34 0.29 0.27 0.37



How do the energies compare? Relative to the most stable structure, in kcal/mol: arrangement w 64.8; arrangement x 0.0.



Arrangement w

C4H10N3O | the ωB97M-V functional and the def2-TZVPD basis

Properties
HOMO-LUMO gap in eV: 10.5
HOMO level in eV: -14.648

```
! RIJCOSX wB97M-V def2-TZVPD def2/J DEFGRID3
* xyz 1 1
C -0.7962 0.4262 -0.4579
C 1.1458 0.4350 1.2342
C -0.2994 0.6225 -1.9327
C -0.7437 -1.5683 1.0126
N -0.4162 1.7215 0.1808
N 0.5167 1.6811 0.9470
N -0.0079 -0.6104 0.2081
O 2.3453 0.2593 0.7092
H -1.8916 0.4952 -0.3910
H 1.0138 0.0633 2.2711
H -0.4316 1.6438 -2.0875
H -0.9326 0.0495 -2.6119
H 0.7379 0.4128 -1.9516
H -1.3122 -2.1189 0.2138
H -0.3810 -2.3313 1.6436
H -1.5108 -0.9280 1.5807
H 0.5531 -1.0769 -0.4726
H 2.4107 0.8238 -0.0959
*
```

Charges per atom according to Mulliken partitioning, unit e: 0.16 0.19 -1.38 -0.97 -0.06 -0.28 -0.14 -0.39 0.40 0.38 0.48 0.36 0.36 0.39 0.36 0.36 0.37 0.41



Arrangement x

C4H10N3O | the ωB97M-V functional and the def2-TZVPD basis

Properties
HOMO-LUMO gap (spin up / spin down) in eV: 8.1 / 7.2
HOMO level (spin up / spin down) in eV: -12.913 / -12.949

```
! RIJCOSX wB97M-V def2-TZVPD def2/J DEFGRID3
* xyz 1 1
C -0.8898 -0.4573 1.1953
C -0.4989 1.0044 -0.5554
C -1.5309 1.4009 -1.4105
C 2.8810 0.3889 0.5062
N 0.7031 0.9703 -0.4743
N 1.5822 0.0623 -0.0529
N -0.6915 -1.7042 0.4714
O 1.5114 -1.1618 -0.6128
H -1.6509 -0.4782 1.9714
H -1.9093 0.4475 -1.8737
H -2.3285 1.9506 -0.9951
H -1.0821 1.8447 -2.2911
H 2.8506 0.4534 1.6014
H 3.7208 -0.3898 0.2874
H 3.1985 1.4547 0.2144
H -0.7682 -2.5551 1.1483
H 0.5332 -1.6062 -0.0844
H -1.2767 -1.8207 -0.2880
*
```

Charges per atom according to Mulliken partitioning, unit e: -0.43 0.56 -0.99 -0.91 -0.27 0.64 -0.41 -0.53 0.29 0.28 0.36 0.35 0.34 0.29 0.31 0.34 0.48 0.29



Arrangement y

C4H10N3O | the ωB97M-V functional and the def2-TZVPD basis

Properties
HOMO-LUMO gap in eV: 11.7
SMILES string: CC(C)=NOC(N)=[NH2+]
HOMO level in eV: -14.734

```
! RIJCOSX wB97M-V def2-TZVPD def2/J DEFGRID3
* xyz 1 1
C 1.2907 -0.9732 -0.0892
C 0.3998 -0.2763 -1.0899
C 1.0413 0.0858 -2.4429
N -0.8357 0.0311 -1.0337
O -1.5319 -0.3275 0.0861
C -1.3029 0.2838 1.1593
N -2.0065 -0.0538 2.1928
N -0.4051 1.2704 1.1574
H 1.6654 -1.8732 -0.6750
H 2.0870 -0.3321 0.3359
H 0.8315 -1.0674 0.9234
H 0.2038 -0.0983 -3.1803
H 1.8369 -0.5508 -2.5217
H 1.6742 1.0057 -2.4288
H -2.8229 -0.7656 2.0797
H -1.9710 0.2313 3.1658
H 0.2642 1.4394 0.4734
H -0.4190 1.9706 1.8876
*
```

Charges per atom according to Mulliken partitioning, unit e: -1.04 0.79 -1.03 -0.61 -0.09 0.79 -0.41 -0.24 0.36 0.35 0.28 0.32 0.38 0.28 0.29 0.22 0.12 0.25



How do the energies compare? Relative to the most stable structure, in kcal/mol: arrangement w 16.2; arrangement x 159.0; arrangement y 0.0.



Arrangement w

C4H10N3O | the ωB97M-V functional and the def2-TZVPD basis

Properties
HOMO-LUMO gap in eV: 10.3
SMILES string: N/[NH+]=C(\O)C1(N)CC1
HOMO level in eV: -13.572

```
! RIJCOSX wB97M-V def2-TZVPD def2/J DEFGRID3
* xyz 1 1
N -3.0488 -0.4918 0.1257
N -1.7392 -0.5837 -0.1009
C -1.0114 0.4759 0.0295
O -1.4057 1.7015 0.0259
C 0.7577 0.3465 0.0758
N 1.0457 1.7569 -0.0302
C 1.4111 -0.7521 -0.6869
C 1.2516 -0.8820 0.8216
H -3.6035 -1.0592 -0.4258
H -3.2884 0.3853 0.6109
H -1.4745 -1.5348 -0.2766
H -0.7127 2.4267 -0.1502
H 1.7185 1.9611 -0.7879
H 1.3212 2.1239 0.8496
H 2.3153 -0.6431 -1.0746
H 0.8639 -1.4079 -1.1919
H 0.3823 -1.4284 1.2435
H 2.1518 -0.7084 1.3852
*
```

Charges per atom according to Mulliken partitioning, unit e: -0.68 0.20 0.39 -0.54 0.79 -0.66 -0.88 -0.57 0.21 0.27 0.28 0.48 0.29 0.28 0.36 0.26 0.25 0.27



Arrangement x

C4H10N3O | the ωB97M-V functional and the def2-TZVPD basis

Properties
HOMO-LUMO gap (spin up / spin down) in eV: 6.7 / 7.1
HOMO level (spin up / spin down) in eV: -12.007 / -12.140

```
! RIJCOSX wB97M-V def2-TZVPD def2/J DEFGRID3
* xyz 1 1
C 0.7783 -1.7827 -0.1951
C -0.7034 -0.2330 -0.1716
C -2.0060 -0.8701 -0.4848
C 0.1910 2.0492 2.0086
N -0.4161 0.9340 0.0771
N 0.4369 1.7494 0.5752
N 1.5463 -1.3779 -1.3877
O 1.3208 2.2843 -0.1315
H 0.1041 -2.5374 -0.5398
H -2.4400 -1.1509 0.4645
H -2.6730 -0.2024 -1.1869
H -1.8185 -1.6495 -1.0782
H 1.0976 1.8725 2.5886
H 0.1219 3.1644 2.0760
H -0.6808 1.7173 2.4691
H 0.9668 -0.8466 -2.1500
H 1.7494 -2.3140 -1.7892
H 2.4247 -0.8066 -1.1444
*
```

Charges per atom according to Mulliken partitioning, unit e: -0.64 0.51 -1.19 -0.78 -0.15 0.54 -0.32 -0.50 0.33 0.32 0.35 0.39 0.32 0.32 0.36 0.39 0.38 0.36



How do the energies compare? Relative to the most stable structure, in kcal/mol: arrangement w 0.0; arrangement x 127.7.



Arrangement w

C4H10N3O | the ωB97M-V functional and the def2-TZVPD basis

Properties
HOMO-LUMO gap in eV: 9.0
HOMO level in eV: -14.027

```
! RIJCOSX wB97M-V def2-TZVPD def2/J DEFGRID3
* xyz 1 1
N -2.2105 -0.8419 1.6236
C -1.8578 -0.7298 0.2984
N -1.6294 0.6007 -0.1339
O -1.7594 -1.6776 -0.4476
H -2.1774 -1.7978 1.9510
H -1.6861 -0.2268 2.2306
H -2.0805 1.2513 0.5038
H -2.1181 0.7546 -1.0153
C 1.9912 -0.0102 -0.0199
C 1.5452 -0.9325 0.8332
C 1.4852 1.2801 -1.9692
N 1.1233 0.7614 -0.8595
H 3.0540 0.1705 -0.1510
H 0.5390 -1.0024 1.2143
H 2.3367 -1.5287 1.2644
H 0.8656 2.0381 -2.4270
H 2.4718 1.0361 -2.3551
H 0.1073 0.8549 -0.5407
*
```

Charges per atom according to Mulliken partitioning, unit e: -0.50 0.46 -0.67 -0.53 0.29 0.27 0.23 0.29 0.12 -0.74 -0.06 0.15 0.35 0.21 0.28 0.26 0.27 0.31



Arrangement x

C4H10N3O | the ωB97M-V functional and the def2-TZVPD basis

Properties
HOMO-LUMO gap in eV: 10.8
HOMO level in eV: -14.306

```
! RIJCOSX wB97M-V def2-TZVPD def2/J DEFGRID3
* xyz 1 1
C 1.4393 -1.3031 0.0334
C -0.0275 -1.1893 -0.1378
C -0.1557 -0.0962 -1.1339
C 1.3599 1.5461 -2.2446
N 2.1692 -0.4676 -0.5439
N 0.9693 0.4575 -1.4295
N -1.0618 -0.2059 2.3178
O -1.2832 0.3326 -1.6434
H 1.8900 -2.0568 0.6633
H -0.5376 -2.1175 -0.3934
H -0.4823 -0.8385 0.8649
H 0.9388 2.4780 -1.8605
H 2.4468 1.6095 -2.2323
H 1.0165 1.3917 -3.2695
H -1.8274 0.4538 2.2267
H -0.3018 0.2801 2.7847
H -1.3743 -0.9434 2.9423
H -2.0568 -0.1747 -1.3552
*
```

Charges per atom according to Mulliken partitioning, unit e: -0.22 0.17 0.30 -0.81 -0.32 0.10 -0.87 -0.48 0.44 0.45 0.08 0.33 0.29 0.34 0.27 0.28 0.27 0.38



How do the energies compare? Relative to the most stable structure, in kcal/mol: arrangement w 0.0; arrangement x 23.3.